--- w ---
ORCA calculation (ωB97M-V/def2-TZVPD) on an isolated molecule of C22H25N3O2.

Values from the calculation:
**Lowest unoccupied orbital energy**: 0.6 eV
**HOMO**: -0.30602 hartree
**Kohn-Sham gap**: 8.920 eV
**SMILES**: C=CCNC(=O)C[C@H]1C(=O)NCCN1Cc1ccc(-c2ccccc2)cc1

ORCA input file:
```
! wB97M-V def2-TZVPD RIJCOSX def2/J DEFGRID3
* xyz 0 1
C 3.197 2.059 4.596
C 2.992 0.829 4.165
C 3.033 0.421 2.723
N 1.841 -0.312 2.355
C 0.977 0.128 1.427
O 1.148 1.129 0.756
C -0.264 -0.747 1.271
C 0.051 -2.272 1.169
C -0.174 -2.838 2.566
O 0.612 -2.627 3.478
N -1.326 -3.491 2.777
C -2.282 -3.895 1.771
C -2.118 -3.035 0.516
N -0.711 -3.023 0.202
C -0.313 -2.907 -1.191
C -0.378 -1.515 -1.769
C -1.591 -0.956 -2.156
C -1.658 0.361 -2.569
C -0.514 1.154 -2.600
C -0.588 2.576 -2.962
C 0.098 3.517 -2.197
C 0.033 4.859 -2.520
C -0.711 5.279 -3.610
C -1.397 4.350 -4.375
C -1.340 3.007 -4.051
C 0.706 0.580 -2.255
C 0.771 -0.738 -1.852
H 3.166 2.310 5.643
H 3.411 2.867 3.916
H 2.772 0.026 4.858
H 3.911 -0.219 2.552
H 3.095 1.294 2.069
H 1.594 -1.119 2.926
H -0.787 -0.410 0.376
H -0.910 -0.555 2.133
H 1.110 -2.397 0.922
H -1.453 -3.861 3.709
H -2.114 -4.947 1.510
H -3.291 -3.793 2.181
H -2.530 -2.030 0.693
H -2.673 -3.494 -0.304
H 0.715 -3.278 -1.257
H -0.955 -3.585 -1.760
H -2.492 -1.553 -2.119
H -2.612 0.790 -2.840
H 0.658 3.186 -1.334
H 0.563 5.583 -1.917
H -0.758 6.329 -3.864
H -1.977 4.674 -5.227
H -1.866 2.282 -4.657
H 1.606 1.173 -2.298
H 1.725 -1.165 -1.574
*
```

***

--- x ---
ORCA calculation (ωB97M-V/def2-TZVPD) on an isolated molecule of C22H25N3O2.

Values from the calculation:
**Lowest unoccupied orbital energy**: 0.7 eV
**HOMO**: -0.27881 hartree
**Kohn-Sham gap**: 8.332 eV
**SMILES**: COc1ccc2cc(C(=O)N3CCN(c4cccc(C)c4C)CC3)[nH]c2c1

ORCA input file:
```
! wB97M-V def2-TZVPD RIJCOSX def2/J DEFGRID3
* xyz 0 1
C -7.096 -0.697 0.083
O -6.266 0.369 -0.304
C -4.924 0.284 -0.062
C -4.306 -0.809 0.569
C -2.948 -0.833 0.787
C -2.172 0.249 0.374
C -0.788 0.554 0.437
C -0.622 1.789 -0.142
C 0.570 2.554 -0.541
O 0.552 3.210 -1.576
N 1.679 2.489 0.236
C 2.962 2.880 -0.299
C 3.910 1.647 -0.252
N 3.304 0.489 0.367
C 2.547 -0.398 -0.429
C 1.973 -0.013 -1.638
C 1.195 -0.897 -2.359
C 0.975 -2.174 -1.882
C 1.590 -2.602 -0.713
C 1.383 -4.010 -0.240
C 2.408 -1.727 0.003
C 3.168 -2.236 1.195
C 2.757 0.817 1.667
C 1.762 2.009 1.590
N -1.844 2.252 -0.569
C -2.806 1.344 -0.268
C -4.175 1.373 -0.485
H -7.073 -0.855 1.166
H -6.825 -1.627 -0.427
H -8.103 -0.407 -0.214
H -4.900 -1.650 0.891
H -2.488 -1.682 1.272
H -0.023 -0.096 0.810
H 2.804 3.235 -1.318
H 3.371 3.703 0.298
H 4.798 1.896 0.341
H 4.242 1.370 -1.252
H 2.109 0.986 -2.018
H 0.742 -0.575 -3.284
H 0.337 -2.852 -2.429
H 0.613 -4.499 -0.831
H 2.303 -4.588 -0.334
H 1.083 -4.031 0.807
H 3.609 -3.204 0.962
H 3.968 -1.549 1.456
H 2.521 -2.373 2.062
H 3.591 1.074 2.329
H 2.252 -0.055 2.076
H 0.770 1.728 1.937
H 2.125 2.835 2.217
H -1.950 3.102 -1.099
H -4.665 2.201 -0.971
*
```

***

Stability ranking, top and bottom: w is the most stable and x is the least stable.

***

--- w ---
ORCA calculation (ωB97M-V/def2-TZVPD) on a cluster of 10 separate species, C5H27NO10 in total.

Values from the calculation:
**Lowest unoccupied orbital energy (alpha / beta)**: 2.3 / 2.3 eV
**HOMO (alpha / beta)**: -0.03960 / -0.15420 hartree
**Kohn-Sham gap (alpha / beta)**: 3.396 / 6.513 eV
**⟨S²⟩**: 0.753

ORCA input file:
```
! wB97M-V def2-TZVPD RIJCOSX def2/J DEFGRID3
* xyz -1 2
O 3.227 -0.652 0.177
C 2.984 -0.746 -1.088
C 1.694 0.016 -1.460
C 0.545 -0.546 -0.509
C 0.259 -1.991 -0.301
C -0.953 -2.404 0.067
N 1.888 1.424 -1.107
H 3.721 -0.894 -1.888
H 1.279 -0.147 -2.454
H -0.311 0.100 -0.751
H 0.829 -0.188 0.494
H 1.125 -2.640 -0.407
H -1.117 -3.432 0.351
H -1.771 -1.715 0.265
H 2.332 1.388 -0.194
H 1.080 2.031 -1.060
H 0.122 -0.657 3.398
H 1.569 0.031 3.452
O 0.611 0.150 3.565
H 3.586 -1.377 2.221
H 2.214 -1.361 2.190
O 2.874 -1.114 2.831
H 0.616 1.985 3.734
H 1.046 3.225 3.018
O 0.592 2.954 3.820
H -3.242 0.905 1.664
H -3.347 0.567 0.248
O -3.839 0.446 1.076
H -0.754 -1.980 -2.910
H -0.419 -2.008 -4.400
O -0.067 -1.743 -3.545
H 0.679 1.819 -4.281
H 1.282 2.863 -3.292
O 0.603 2.687 -3.951
H -2.146 -2.134 2.893
H -1.870 -1.477 4.170
O -1.564 -2.240 3.659
H -3.559 1.466 -1.442
H -4.299 0.074 -1.705
O -3.492 0.582 -1.815
H -1.761 1.645 -1.303
H -0.820 2.575 -2.088
O -1.425 2.511 -1.347
*
```

***

--- x ---
ORCA calculation (ωB97M-V/def2-TZVPD) on a cluster of 9 separate species, C5H27NO10 in total.

Values from the calculation:
**Lowest unoccupied orbital energy (alpha / beta)**: 2.8 / 2.7 eV
**HOMO (alpha / beta)**: 0.00490 / -0.27508 hartree
**Kohn-Sham gap (alpha / beta)**: 2.706 / 10.204 eV
**⟨S²⟩**: 0.751

ORCA input file:
```
! wB97M-V def2-TZVPD RIJCOSX def2/J DEFGRID3
* xyz -1 2
O 3.500 1.025 0.379
C 2.632 1.887 0.395
N 1.409 1.646 0.915
C 0.251 2.441 0.578
C -0.908 1.600 0.314
C -0.933 0.767 -0.934
O -1.178 0.746 1.539
C -0.042 3.371 1.807
H 2.811 2.808 -0.095
H 1.310 0.804 1.506
H 0.537 3.037 -0.280
H -1.855 2.234 0.351
H -1.012 1.363 -1.777
H -1.790 0.121 -0.920
H 0.032 0.204 -0.943
H -0.720 -0.108 1.286
H -0.623 4.238 1.435
H -0.614 2.884 2.579
H 0.843 3.819 2.373
H 3.646 -0.631 1.186
H 3.249 -2.126 0.935
O 3.270 -1.426 1.632
H 1.530 -2.082 2.203
H 0.456 -1.335 3.092
O 0.597 -1.578 2.159
H -3.213 -1.719 -2.950
H -2.430 -1.992 -1.749
O -2.372 -1.437 -2.535
H -3.171 0.247 2.617
H -2.877 -1.026 1.820
O -3.654 -0.466 2.181
H 2.314 -0.975 -2.211
H 3.383 -0.009 -1.358
O 2.908 -0.210 -2.301
H 1.521 -4.044 -1.496
H 0.968 -2.593 -1.289
O 0.975 -3.407 -1.888
H -2.124 -2.950 0.781
H -1.893 -4.103 -0.215
O -1.799 -3.164 -0.066
H -2.344 0.390 -3.524
H -0.942 0.892 -3.529
O -1.648 0.859 -4.004
*
```

***

Stability ranking, top and bottom: w is the most stable and x is the least stable.

***

--- w ---
ORCA calculation (ωB97M-V/def2-TZVPD) on an isolated molecule of C12H17N3.

Values from the calculation:
**Lowest unoccupied orbital energy**: 0.9 eV
**HOMO**: -0.27993 hartree
**Kohn-Sham gap**: 8.563 eV
**SMILES**: c1nc(N2CCCCC2)cc2c1CCN2

ORCA input file:
```
! wB97M-V def2-TZVPD RIJCOSX def2/J DEFGRID3
* xyz 0 1
C 0.700 1.454 2.050
N 0.137 0.302 1.632
C -0.019 0.067 0.327
N -0.503 -1.178 -0.086
C 0.201 -1.953 -1.149
C -0.826 -2.785 -1.850
C -1.487 -3.726 -0.847
C -2.157 -2.988 0.313
C -1.159 -2.013 0.952
C 0.357 1.003 -0.633
C 0.943 2.185 -0.207
C 1.077 2.424 1.133
C 1.677 3.790 1.387
C 1.639 4.382 -0.063
N 1.296 3.285 -0.932
H 0.866 1.619 3.117
H 0.662 -1.315 -1.893
H 0.934 -2.595 -0.673
H -1.559 -2.144 -2.311
H -0.308 -3.327 -2.598
H -2.247 -4.341 -1.386
H -0.794 -4.448 -0.401
H -2.508 -3.749 1.027
H -2.989 -2.416 -0.026
H -1.688 -1.416 1.716
H -0.404 -2.586 1.495
H 0.152 0.829 -1.680
H 1.098 4.466 2.091
H 2.733 3.732 1.667
H 2.585 4.874 -0.313
H 0.826 5.097 -0.099
H 0.765 3.470 -1.761
*
```

***

--- x ---
ORCA calculation (ωB97M-V/def2-TZVPD) on a cluster of 2 separate species, C12H17N3 in total.

Values from the calculation:
**Lowest unoccupied orbital energy**: -1.7 eV
**HOMO**: -0.30493 hartree
**Kohn-Sham gap**: 6.606 eV

ORCA input file:
```
! wB97M-V def2-TZVPD RIJCOSX def2/J DEFGRID3
* xyz 0 1
C -2.391 1.642 -1.163
C -1.332 1.530 0.008
C -0.128 2.184 -0.240
C 1.456 1.344 1.440
C 1.052 -0.046 1.456
C 0.656 -0.733 2.561
C 0.563 -2.167 1.034
C 0.363 -3.318 0.241
C 0.250 -3.113 -1.113
C 0.838 -2.074 -1.830
C 1.122 -0.986 -1.071
C 1.135 -1.009 0.413
H -0.629 1.999 -2.708
H -1.268 0.423 -2.824
H -3.069 0.753 -0.926
H -2.881 2.683 -1.252
H -0.708 0.452 -0.172
H -1.681 1.409 1.269
H 0.706 1.967 -0.928
H -0.198 3.280 -0.630
H -0.166 2.564 1.733
H 2.422 1.493 0.842
H 1.750 1.757 2.355
H 0.280 -0.427 3.580
H 1.148 -3.017 3.166
H -0.416 -4.154 0.730
H -0.278 -3.948 -1.739
H 0.680 -2.061 -3.002
H 1.586 -0.292 -1.783
N -1.631 1.476 -2.661
N 0.569 2.377 1.045
N 0.200 -1.988 2.170
*
```

***

--- y ---
ORCA calculation (ωB97M-V/def2-TZVPD) on a cluster of 3 separate species, C12H17N3 in total.

Values from the calculation:
**Lowest unoccupied orbital energy**: 0.7 eV
**HOMO**: -0.28878 hartree
**Kohn-Sham gap**: 8.567 eV
**SMILES**: c1cc[nH]c1.c1cc[nH]c1.CCCC#N

ORCA input file:
```
! wB97M-V def2-TZVPD RIJCOSX def2/J DEFGRID3
* xyz 0 1
C -7.695 16.067 37.533
C -8.573 15.030 38.011
C -9.642 15.025 37.105
N -9.238 15.887 36.105
C -8.112 16.577 36.357
H -6.874 16.442 38.126
H -8.479 14.431 38.905
H -10.621 14.571 37.089
H -9.832 16.119 35.321
H -7.841 17.385 35.694
C -12.934 12.121 35.623
C -12.638 10.974 35.068
C -13.822 10.594 34.452
N -14.770 11.569 34.604
C -14.260 12.441 35.453
H -12.344 12.614 36.381
H -11.766 10.342 34.988
H -14.074 9.718 33.874
H -15.710 11.427 34.265
H -14.822 13.183 35.999
C -8.542 16.558 31.592
C -8.760 18.092 31.730
C -10.246 18.491 31.880
C -10.860 17.872 33.079
N -11.297 17.369 34.036
H -8.973 16.135 30.685
H -8.847 15.910 32.414
H -7.529 16.281 31.302
H -8.340 18.552 30.835
H -8.138 18.435 32.557
H -10.858 18.075 31.080
H -10.348 19.567 31.733
*
```

***

Stability ranking, top and bottom: w is the most stable and x is the least stable.

***

--- w ---
ORCA calculation (ωB97M-V/def2-TZVPD) on the ion C5H8N3 with charge +1.

Values from the calculation:
**Lowest unoccupied orbital energy**: -3.9 eV
**HOMO**: -0.57107 hartree
**Kohn-Sham gap**: 11.598 eV
**SMILES**: C[C@@H]1NC=[NH+][C@H]1C#N

ORCA input file:
```
! wB97M-V def2-TZVPD RIJCOSX def2/J DEFGRID3
* xyz 1 1
C 0.391 1.458 1.169
C -0.269 0.159 0.609
N 0.583 -0.979 0.848
C 0.970 -1.555 -0.225
N 0.293 -1.140 -1.253
C -0.465 0.288 -0.915
C -1.817 0.169 -1.425
N -2.928 0.057 -1.650
H 1.292 1.976 0.588
H 0.620 1.187 2.251
H -0.475 2.246 1.153
H -1.227 -0.154 0.984
H 1.127 -1.079 1.690
H 1.592 -2.382 -0.319
H 0.348 -1.440 -2.167
H -0.035 1.188 -1.338
*
```

***

--- x ---
ORCA calculation (ωB97M-V/def2-TZVPD) on a cluster of 2 separate species, C5H8N3 in total.

Values from the calculation:
**Lowest unoccupied orbital energy (alpha / beta)**: -5.4 / -4.6 eV
**HOMO (alpha / beta)**: -0.45481 / -0.47579 hartree
**Kohn-Sham gap (alpha / beta)**: 6.947 / 8.379 eV

ORCA input file:
```
! wB97M-V def2-TZVPD RIJCOSX def2/J DEFGRID3
* xyz 1 1
C -0.582 0.728 -1.057
C -1.574 -0.859 0.922
C 0.395 -1.820 -0.706
C 0.169 -0.383 -0.595
C 2.289 1.532 0.178
N -1.429 1.252 -0.269
N -0.451 -1.212 0.375
N -1.887 0.430 0.888
H -0.336 1.159 -1.992
H -2.263 -1.572 1.573
H -0.080 -2.602 -1.373
H 1.124 -2.320 -0.083
H 2.460 1.562 1.281
H 1.649 2.243 -0.224
H 3.020 0.936 -0.426
H -2.505 0.925 1.508
*
```

***

Stability ranking, top and bottom: w is the most stable and x is the least stable.